The following is a DFT calculation (the ωB97M-V functional and the def2-TZVPD basis) of a structure of composition C20H20N5ORuS4.

Last column: natural (NBO) charge in e.
Atoms and positions in Å:
1 Ru -0.503151 0.283247 -0.029556  0.82
2 C -0.879233 -1.092899 4.158970  -0.69
3 C -0.470793 -0.972064 2.724154  0.38
4 N -1.003188 -0.081756 1.942964  -0.32
5 N -2.048769 0.656632 2.495154  -0.33
6 C -2.789807 1.220566 1.624695  -0.09
7 S -2.496362 1.077605 -0.123492  0.26
8 S -4.168084 2.196390 2.035336  0.35
9 C -3.981319 2.323821 3.837748  -0.54
10 C -2.726175 3.018094 4.300601  -0.06
11 C -2.327457 4.234848 3.757579  -0.17
12 C -1.199637 4.882324 4.239176  -0.22
13 C -0.461916 4.322978 5.273800  -0.21
14 C -0.856088 3.110904 5.820443  -0.19
15 C -1.979141 2.460820 5.330350  -0.21
16 C 0.523025 -1.893146 2.181479  -0.14
17 C 1.334823 -2.624048 3.069356  -0.16
18 C 2.223926 -3.571549 2.623531  -0.22
19 C 2.311275 -3.844269 1.257346  -0.14
20 C 1.539323 -3.142321 0.360689  -0.25
21 C 0.657241 -2.155200 0.805588  0.31
22 O 0.005663 -1.501052 -0.183937  -0.55
23 H -1.881794 -0.707880 4.303419  0.26
24 H -0.204878 -0.479604 4.764044  0.26
25 H -0.823301 -2.120751 4.502236  0.24
26 H -4.063803 1.328463 4.270615  0.24
27 H -4.872748 2.883916 4.128124  0.25
28 H -2.903869 4.681930 2.956258  0.21
29 H -0.904289 5.833296 3.815412  0.22
30 H 0.412125 4.833875 5.655868  0.22
31 H -0.291803 2.671572 6.633236  0.22
32 H -2.289234 1.515425 5.761670  0.21
33 H 1.265481 -2.426816 4.129044  0.22
34 H 2.844267 -4.106587 3.328516  0.23
35 H 2.993469 -4.602651 0.897473  0.23
36 H 1.600566 -3.321033 -0.703967  0.24
37 S 1.652618 2.510920 2.965839  0.14
38 C 1.125457 1.991123 1.597850  0.19
39 N 0.743018 1.651551 0.497999  -0.68
40 S -0.120122 0.433042 -2.385612  -0.04
41 C 0.110492 2.062550 -2.818052  0.34
42 N 0.155514 2.455075 -4.095183  -0.56
43 C 0.207480 3.912035 -4.203927  -0.23
44 C 0.651216 4.304273 -2.786750  -0.23
45 N 0.283651 3.112292 -2.018712  -0.57
46 H -0.123135 1.839211 -4.839872  0.43
47 H -0.776868 4.314799 -4.448540  0.21
48 H 0.918173 4.229511 -4.962470  0.23
49 H 0.132560 5.184722 -2.416971  0.23
50 H 1.728000 4.472377 -2.730401  0.21
51 H 0.516156 2.967879 -1.044652  0.45

Cartesian forces (eV/Å) of the 2 atoms listed first:
0.00 0.07 0.01
-0.06 0.11 0.02

As for the energy relative to the best compared isomer or geometry (same formula, charge and spin): 0.2 kcal/mol. As for the net charge: +1. The calculation puts the HOMO-LUMO gap at 6.6 eV.



The following is a DFT calculation (the ωB97M-V functional and the def2-TZVPD basis) of a cluster of 2 separate species, C20H21 in total at a distorted geometry.

Last column: natural (NBO) charge in e.
Atoms and positions in Å:
1 C -2.799721 -0.668135 2.848518  -0.66
2 C -1.463652 0.011741 2.850759  -0.12
3 C -0.252573 -0.588480 2.847522  -0.26
4 C 0.996654 0.134580 2.840362  -0.19
5 C 2.175740 -0.528744 2.798916  -0.42
6 H -3.566362 0.127315 2.849674  0.22
7 H -2.979979 -1.303070 1.964682  0.23
8 H -2.977756 -1.300498 3.734286  0.23
9 H -1.503076 1.104654 2.855874  0.19
10 H -0.161980 -1.686817 2.832600  0.20
11 H 0.979295 1.240453 2.865906  0.20
12 H 3.128979 -0.014681 2.802559  0.17
13 H 2.115227 -1.623554 2.784945  0.20
14 C 4.858945 1.620114 2.148515  0.09
15 C 4.566176 2.507575 3.246620  -0.19
16 C 3.485326 3.437571 3.167759  -0.11
17 C 3.178400 4.266206 4.244570  -0.22
18 C 3.941780 4.217314 5.419115  -0.11
19 C 5.030283 3.336717 5.509713  -0.24
20 C 5.340691 2.493125 4.444642  -0.06
21 C 6.053688 0.896430 2.037497  -0.33
22 C 6.436199 0.072726 0.973643  0.07
23 C 7.577002 -0.802595 0.984002  -0.07
24 C 7.926122 -1.559012 -0.179457  -0.13
25 C 9.023923 -2.413325 -0.174820  -0.22
26 C 9.814988 -2.543247 0.978199  -0.11
27 C 9.505767 -1.799577 2.129590  -0.21
28 C 8.403014 -0.950351 2.137091  -0.15
29 H 4.134341 1.571464 1.325726  0.23
30 H 2.894239 3.487546 2.251765  0.23
31 H 2.345964 4.971769 4.166985  0.24
32 H 3.717115 4.883759 6.246402  0.24
33 H 5.649592 3.315833 6.411149  0.24
34 H 6.173305 1.787869 4.535727  0.20
35 H 6.773099 1.005221 2.854141  0.22
36 H 5.816860 0.073947 0.070537  0.23
37 H 7.326306 -1.450789 -1.083001  0.23
38 H 9.271482 -2.993904 -1.066503  0.24
39 H 10.665021 -3.226792 0.985107  0.24
40 H 10.124287 -1.894512 3.025552  0.24
41 H 8.158587 -0.378759 3.038659  0.22

Cartesian forces (eV/Å) of the 2 atoms listed first:
-0.67 0.19 0.01
0.96 -0.46 0.00

As for the energy relative to the best compared isomer or geometry (same formula, charge and spin): 22.0 kcal/mol. As for the net charge: +1. The calculation puts the HOMO-LUMO gap at 4.8 eV.



The following is a DFT calculation (the ωB97M-V functional and the def2-TZVPD basis) of a structure of composition C20H21BCuN6 at a distorted geometry.

Last column: natural (NBO) charge in e.
Atoms and positions in Å:
1 H -0.026185 2.570503 0.928462  0.23
2 N 0.286878 1.434098 -0.807677  -0.33
3 B 0.603556 0.634475 -3.170400  0.54
4 N 0.587286 1.771920 -2.112820  -0.36
5 C 0.763170 3.105150 -2.220405  -0.02
6 Cu -0.907310 -1.122720 -0.221002  0.93
7 H 1.029548 3.539151 -3.172173  0.22
8 C 0.550248 3.653571 -0.956143  -0.36
9 H 0.608072 4.683889 -0.673290  0.23
10 C 0.244002 2.569685 -0.120022  -0.02
11 H 0.800320 1.052502 -4.276041  -0.02
12 C -1.974077 -2.241502 0.973752  -1.01
13 H -2.640275 -1.686221 1.645686  0.22
14 H -1.183562 -2.741002 1.568058  0.20
15 H -2.505800 -2.972708 0.355665  0.19
16 N -0.816750 -0.041881 -3.033716  -0.32
17 N 1.635328 -0.418156 -2.716902  -0.25
18 N -1.388772 -0.579396 -1.855866  -0.46
19 N 1.320263 -1.041828 -1.558422  -0.33
20 C -1.758201 0.025036 -3.992558  0.02
21 C 2.827117 -0.882682 -3.120044  0.04
22 H -1.480957 0.373673 -4.978483  0.23
23 H 3.291612 -0.447913 -3.997194  0.24
24 C -2.963252 -0.409759 -3.462410  -0.36
25 C 3.239581 -1.865747 -2.213613  -0.33
26 C -2.707624 -0.735825 -2.126903  0.00
27 C 2.262112 -1.931808 -1.215930  0.02
28 H -3.902896 -0.461589 -3.974118  0.23
29 H 4.146269 -2.435139 -2.261106  0.25
30 H -3.396312 -1.050757 -1.356382  0.24
31 H 2.113435 -2.575576 -0.355694  0.26
32 H 0.563161 -0.554284 -1.028311  0.44
33 C 1.959788 -0.774915 4.521026  -0.23
34 C 2.307351 -1.042567 3.180916  -0.22
35 C 1.403774 -0.774175 2.159894  -0.21
36 C 0.136995 -0.221460 2.437241  -0.05
37 C -0.884505 -0.074669 1.465308  -0.23
38 C -1.942677 0.778255 1.680088  -0.33
39 C -2.214136 1.241910 3.005203  -0.21
40 C -1.363262 0.903855 4.046646  -0.23
41 C -0.168466 0.175240 3.806389  -0.07
42 C 0.753482 -0.159629 4.825934  -0.19
43 H 2.649882 -1.033182 5.323920  0.21
44 H 3.283564 -1.472334 2.954214  0.21
45 H 1.678050 -0.956214 1.119092  0.18
46 H -2.629691 1.024744 0.871345  0.21
47 H -3.096938 1.860584 3.181508  0.21
48 H -1.584103 1.209663 5.072272  0.20
49 H 0.490924 0.097729 5.855017  0.21

Cartesian forces (eV/Å) of the 2 atoms listed first:
0.15 -0.09 -0.15
0.25 0.36 -0.95

As for the energy relative to the best compared isomer or geometry (same formula, charge and spin): 70.4 kcal/mol. As for the expectation value of S²: 0.7566. The calculation puts the HOMO-LUMO gap (spin up / spin down) at 6.7 / 7.3 eV. Its spin multiplicity is 2.



Total energy for the records above, in order: -2810.6210 -774.3775 -2768.4954 Ha